Record 1
Formula: C3HO2Pb
Source: the OMol25 dataset
Level of theory: ωB97M-V with the def2-TZVPD basis set

Values from the calculation:
E = -12465.7119 eV
ΔE to the lowest compared entry with this formula, charge and spin = 0.00 kJ/mol
⟨S²⟩ = 0.7525
gap between HOMO and LUMO (alpha / beta) = 0.211 / 0.299 Ha
multiplicity = 2
HOMO energy (alpha / beta) = -7.20 / -9.52 eV

Last column: natural (NBO) charge in e.
Element x y z (Å)
C1 2.143 1.614 0.866  -0.22
H1 3.144 2.008 0.894  0.23
C2 1.038 1.118 0.868  -0.12
O1 -1.108 0.971 1.394  -0.56
C3 -0.218 0.270 0.896  0.72
Pb1 -1.368 -2.256 -0.556  0.81
O2 -0.374 -0.490 -0.118  -0.87

Record 2
Formula: C51H51Cl3Ge2HfN2S4Se2Te2
Source: the OMol25 dataset
Level of theory: ωB97M-V with the def2-TZVPD basis set

Values from the calculation:
E = -397231.5844 eV
ΔE to the lowest compared entry with this formula, charge and spin = 0.00 kJ/mol
gap between HOMO and LUMO = 0.244 Ha
HOMO energy = -6.87 eV

Last column: Löwdin charge in e.
Element x y z (Å)
Hf1 1.633 -2.232 2.070  0.27
Se1 1.849 -3.133 4.674  -0.16
Te1 4.154 -2.170 4.958  0.19
Te2 4.475 -1.020 2.527  0.24
Se2 3.949 -2.995 1.073  -0.09
C1 6.120 0.713 -2.760  -0.04
C2 4.702 0.232 -2.907  -0.25
C3 4.375 -1.101 -2.718  -0.01
C4 3.081 -1.578 -2.917  -0.22
C5 2.814 -3.050 -2.760  -0.04
C6 2.076 -0.673 -3.277  -0.17
C7 2.383 0.679 -3.463  -0.22
C8 1.315 1.665 -3.860  -0.03
C9 3.689 1.109 -3.282  -0.02
C10 0.698 -1.161 -3.606  -0.21
C11 0.392 -1.270 -4.964  -0.03
C12 -0.825 -1.775 -5.387  -0.05
C13 -1.759 -2.181 -4.444  -0.02
C14 -1.483 -2.076 -3.086  -0.22
C15 -0.256 -1.549 -2.661  -0.21
Ge1 0.040 -1.481 -0.736  0.07
S1 0.367 -3.419 0.168  0.21
S2 -1.450 -0.267 0.420  0.36
Ge2 0.279 0.763 1.432  0.08
S3 0.925 -0.097 3.317  0.10
S4 1.791 -0.225 0.022  0.25
C16 0.044 2.690 1.616  -0.22
C17 -1.225 3.208 1.908  -0.22
C18 -1.367 4.563 2.195  -0.02
C19 -0.273 5.412 2.176  -0.05
C20 0.980 4.898 1.889  -0.02
C21 1.154 3.541 1.632  -0.22
C22 2.555 3.080 1.382  -0.15
C23 3.425 2.878 2.454  -0.22
C24 2.973 2.984 3.887  -0.03
C25 4.770 2.630 2.184  -0.05
C26 5.258 2.551 0.889  -0.27
C27 6.703 2.234 0.612  -0.05
C28 4.367 2.746 -0.163  0.00
C29 3.030 3.025 0.065  -0.22
C30 2.101 3.290 -1.087  -0.03
C31 -2.480 2.391 1.922  -0.19
C32 -3.310 2.394 0.801  -0.25
C33 -2.926 3.107 -0.470  -0.02
C34 -4.533 1.734 0.864  -0.03
C35 -4.947 1.072 2.008  -0.28
C36 -6.293 0.400 2.066  -0.06
C37 -4.106 1.084 3.115  -0.04
C38 -2.884 1.746 3.099  -0.21
C39 -2.050 1.802 4.352  -0.03
C40 -2.541 -2.536 -2.130  -0.17
C41 -2.583 -3.873 -1.720  -0.22
C42 -1.579 -4.881 -2.213  -0.06
C43 -3.617 -4.290 -0.888  0.00
C44 -4.625 -3.426 -0.483  -0.30
C45 -5.777 -3.919 0.352  -0.09
C46 -4.569 -2.106 -0.912  -0.03
C47 -3.548 -1.650 -1.736  -0.24
C48 -3.580 -0.236 -2.244  -0.05
H1 6.728 -0.007 -2.212  0.08
H2 6.170 1.668 -2.235  0.05
H3 6.581 0.858 -3.740  0.09
H4 5.148 -1.802 -2.424  0.12
H5 3.748 -3.611 -2.799  0.08
H6 2.153 -3.426 -3.543  0.09
H7 2.346 -3.276 -1.802  0.02
H8 0.385 1.483 -3.318  0.09
H9 1.081 1.598 -4.925  0.09
H10 1.639 2.685 -3.655  0.06
H11 3.925 2.158 -3.435  0.12
H12 1.142 -0.971 -5.686  0.13
H13 -1.043 -1.860 -6.443  0.11
H14 -2.714 -2.589 -4.753  0.13
H15 -2.355 4.946 2.420  0.13
H16 -0.397 6.467 2.386  0.11
H17 1.851 5.543 1.881  0.13
H18 1.898 2.854 3.992  0.06
H19 3.237 3.962 4.298  0.09
H20 3.457 2.221 4.499  0.08
H21 5.453 2.493 3.018  0.12
H22 7.272 2.139 1.536  0.08
H23 7.170 3.011 0.005  0.08
H24 6.795 1.295 0.063  0.07
H25 4.725 2.688 -1.186  0.09
H26 2.635 3.213 -2.031  0.05
H27 1.659 4.286 -1.016  0.10
H28 1.275 2.575 -1.107  0.07
H29 -1.895 3.453 -0.452  0.08
H30 -3.568 3.976 -0.631  0.09
H31 -3.042 2.445 -1.326  0.06
H32 -5.177 1.740 -0.009  0.12
H33 -6.595 0.031 1.084  0.07
H34 -7.060 1.100 2.402  0.08
H35 -6.291 -0.439 2.763  0.05
H36 -4.413 0.574 4.023  0.10
H37 -2.359 1.024 5.050  0.07
H38 -2.164 2.769 4.849  0.09
H39 -0.989 1.663 4.149  0.02
H40 -0.606 -4.436 -2.409  0.05
H41 -1.926 -5.337 -3.145  0.09
H42 -1.443 -5.675 -1.479  0.08
H43 -3.642 -5.325 -0.563  0.12
H44 -5.487 -4.775 0.962  0.07
H45 -6.607 -4.233 -0.284  0.09
H46 -6.155 -3.141 1.016  0.04
H47 -5.347 -1.411 -0.607  0.11
H48 -4.142 0.397 -1.561  0.05
H49 -4.062 -0.192 -3.225  0.10
H50 -2.580 0.182 -2.353  0.06
N1 1.949 -5.958 2.375  0.16
C49 1.732 -4.826 2.267  -0.36
H51 2.148 -6.918 2.551  0.10
Cl1 -4.117 -2.277 2.481  0.76
C50 -3.071 -2.967 3.712  -1.56
Cl2 -3.383 -4.699 3.906  0.65
Cl3 -3.256 -2.119 5.249  0.66
C51 -1.684 -2.801 3.265  -0.33
N2 -0.612 -2.678 2.893  0.03

Record 3
Formula: C3H8BrIO2Si
Source: the OMol25 dataset
Level of theory: ωB97M-V with the def2-TZVPD basis set

Values from the calculation:
E = -93360.0202 eV
ΔE to the lowest compared entry with this formula, charge and spin = 0.00 kJ/mol
gap between HOMO and LUMO = 0.378 Ha
SMILES string = CCO[Si@](Br)(I)OC
HOMO energy = -9.97 eV

Last column: natural (NBO) charge in e.
Element x y z (Å)
C1 -1.652 -0.297 -2.161  -0.63
C2 -0.643 -0.616 -1.008  -0.05
O1 0.424 0.275 -1.137  -0.89
Si1 2.008 0.140 -0.325  1.73
Br1 3.188 1.641 -1.434  -0.29
I1 2.713 -2.208 -0.506  -0.22
O2 1.898 0.495 1.183  -0.95
C3 2.673 1.147 2.144  -0.24
H1 -2.550 -0.939 -1.945  0.21
H2 -1.837 0.801 -2.309  0.22
H3 -1.136 -0.605 -3.133  0.21
H4 -0.308 -1.612 -1.214  0.16
H5 -1.028 -0.633 0.029  0.16
H6 3.239 0.380 2.677  0.19
H7 2.160 1.829 2.814  0.20
H8 3.566 1.537 1.602  0.19

Record 4
Formula: C38H60N4O3SeZr
Source: the OMol25 dataset
Level of theory: ωB97M-V with the def2-TZVPD basis set

Values from the calculation:
E = -119102.5532 eV
ΔE to the lowest compared entry with this formula, charge and spin = 96.64 kJ/mol
gap between HOMO and LUMO = 0.289 Ha
net charge = +2
HOMO energy = -13.04 eV

Last column: Löwdin charge in e.
Element x y z (Å)
Zr1 -0.207 -0.336 2.293  1.65
C1 -4.010 -0.504 -4.282  -0.06
C2 -3.275 -1.816 -3.997  -0.55
C3 -4.304 -2.956 -3.968  -0.03
C4 -2.252 -2.050 -5.121  -0.03
C5 -2.540 -1.777 -2.662  -0.15
C6 -2.579 -0.684 -1.808  -0.04
C7 -1.875 -0.738 -0.621  -0.37
Se1 -1.813 0.831 0.505  1.19
C8 -0.229 1.603 -0.327  -0.38
C9 -0.423 2.417 -1.432  -0.04
C10 0.669 2.967 -2.079  -0.15
C11 1.935 2.644 -1.581  0.05
C12 2.159 1.832 -0.479  -0.07
C13 1.033 1.301 0.186  -0.30
O1 1.140 0.534 1.302  -0.33
C14 3.585 1.500 -0.014  -0.52
C15 4.631 2.174 -0.904  -0.06
C16 3.817 -0.021 -0.104  -0.03
C17 3.821 2.002 1.423  -0.03
C18 0.535 3.892 -3.284  -0.55
C19 1.273 3.276 -4.482  -0.03
C20 -0.927 4.115 -3.679  -0.06
C21 1.155 5.253 -2.928  -0.03
C22 -1.117 -1.836 -0.202  -0.29
O2 -0.536 -1.755 1.028  -0.37
C23 -1.059 -2.946 -1.057  -0.07
C24 -1.780 -2.866 -2.249  0.04
C25 -0.265 -4.244 -0.829  -0.53
C26 -1.244 -5.428 -0.767  -0.03
C27 0.571 -4.264 0.455  -0.06
C28 0.719 -4.439 -1.995  -0.03
H1 -4.505 -0.575 -5.250  0.09
H2 -4.777 -0.299 -3.533  0.09
H3 -3.315 0.338 -4.325  0.08
H4 -4.854 -2.987 -4.909  0.09
H5 -3.829 -3.928 -3.823  0.08
H6 -5.020 -2.802 -3.158  0.09
H7 -2.747 -2.011 -6.092  0.09
H8 -1.483 -1.275 -5.097  0.09
H9 -1.763 -3.020 -5.032  0.08
H10 -3.140 0.208 -2.048  0.10
H11 -1.434 2.597 -1.771  0.10
H12 2.792 3.052 -2.096  0.10
H13 4.552 1.836 -1.938  0.09
H14 4.539 3.261 -0.876  0.09
H15 5.628 1.915 -0.546  0.10
H16 3.731 -0.352 -1.140  0.10
H17 4.820 -0.267 0.248  0.09
H18 3.091 -0.573 0.490  0.06
H19 3.651 3.079 1.479  0.09
H20 3.160 1.511 2.134  0.06
H21 4.854 1.805 1.713  0.09
H22 0.854 2.298 -4.725  0.09
H23 1.167 3.919 -5.357  0.09
H24 2.338 3.153 -4.283  0.08
H25 -1.411 3.179 -3.964  0.08
H26 -1.495 4.581 -2.871  0.09
H27 -0.967 4.782 -4.540  0.09
H28 2.223 5.169 -2.723  0.08
H29 1.023 5.951 -3.755  0.09
H30 0.669 5.674 -2.044  0.09
H31 -1.739 -3.724 -2.906  0.11
H32 -1.995 -5.272 0.010  0.09
H33 -1.766 -5.569 -1.712  0.09
H34 -0.704 -6.350 -0.547  0.09
H35 -0.060 -4.169 1.341  0.06
H36 1.102 -5.215 0.517  0.10
H37 1.313 -3.463 0.431  0.08
H38 0.212 -4.494 -2.957  0.08
H39 1.429 -3.611 -2.037  0.09
H40 1.277 -5.367 -1.863  0.10
N1 -2.095 0.287 3.658  -0.09
C29 -2.319 -0.579 4.839  -0.20
C30 -2.329 -2.021 4.355  -0.17
N2 -1.087 -2.288 3.597  -0.13
C31 -0.136 -3.239 4.212  -0.15
C32 1.303 -2.706 4.178  -0.19
N3 1.530 -1.899 2.962  -0.04
H41 -1.944 1.250 3.943  0.08
H42 -2.957 0.297 3.121  0.08
H43 -3.256 -0.347 5.346  0.13
H44 -1.506 -0.431 5.549  0.11
H45 -3.195 -2.169 3.706  0.13
H46 -2.434 -2.697 5.203  0.13
H47 -1.337 -2.661 2.690  0.09
H48 -0.170 -4.195 3.690  0.12
H49 -0.414 -3.428 5.248  0.13
H50 1.992 -3.549 4.242  0.13
H51 1.498 -2.087 5.058  0.11
H52 1.515 -2.521 2.154  0.07
H53 2.462 -1.496 2.982  0.12
O3 0.688 0.357 4.320  -0.19
C33 1.186 1.636 4.763  -0.11
C34 0.830 2.699 3.761  -0.27
C35 1.529 3.894 3.765  0.00
C36 1.140 4.898 2.895  -0.01
C37 0.049 4.671 2.072  -0.01
C38 -0.587 3.446 2.138  -0.13
N4 -0.203 2.450 2.949  0.06
H54 0.961 -0.292 4.977  0.09
H55 2.267 1.596 4.897  0.14
H56 0.726 1.883 5.723  0.15
H57 2.359 4.036 4.445  0.13
H58 1.670 5.841 2.869  0.13
H59 -0.308 5.425 1.385  0.12
H60 -1.460 3.270 1.525  0.08

Max |F| (eV/A)
6.97, 1.29, 4.79, 3.46